Record 1
67
Properties=species:S:1:pos:R:3:forces:R:3:lowdin_spin:R:1 method="wB97M-V/def2-TZVPD" total_charge=-1 multiplicity=2 e_tot_ha=-3049.30597 s2=0.76
O 4.55727 0.59036 -3.16329 0.253 0.365 -0.706 0.00
V 5.07791 -0.52530 -2.12465 -4.056 -1.487 1.632 1.01
O 5.93884 0.04676 -0.93674 1.788 0.811 0.976 -0.01
C 1.64379 0.28983 -0.81714 -0.530 2.055 -1.359 0.00
C 2.45106 -0.69495 -0.09681 1.563 -1.498 0.609 0.00
O 3.37470 -1.38238 -0.86460 1.366 0.546 -1.752 0.00
H 1.08188 -0.11881 -1.65701 -0.300 -0.362 0.251 0.00
H 2.23516 1.05938 -1.31331 0.765 -0.136 -0.151 0.00
H 1.02053 0.94011 -0.20331 -0.615 -0.406 0.498 0.00
H 1.80323 -1.39176 0.43504 -0.565 -0.626 -0.259 0.00
H 2.96662 -0.28040 0.76947 0.351 1.039 0.390 0.00
C 2.04011 -2.01785 3.32944 0.019 0.013 0.711 0.00
N 3.01380 -3.11759 3.00966 -0.247 -2.005 -1.992 0.00
O 3.07379 -3.53466 1.83645 -0.044 1.532 2.310 0.00
O 3.55929 -3.70639 3.93829 -0.078 0.868 -0.037 0.00
H 1.89494 -2.03040 4.40966 0.003 -0.315 -0.086 0.00
H 1.10487 -2.24758 2.81890 0.388 0.196 -0.178 0.00
H 2.40342 -1.01254 3.11622 0.188 -0.400 -0.697 0.00
C -1.32672 -3.77512 1.28074 -0.065 -1.046 -0.424 0.00
N -0.36225 -3.49347 0.20032 2.385 0.547 -2.118 0.00
O 0.81304 -3.93403 0.30670 -3.215 0.891 0.090 0.00
O -0.76365 -2.84818 -0.77799 0.320 -0.929 1.450 0.00
H -2.23096 -4.17433 0.82130 0.088 0.094 -0.222 0.00
H -1.62485 -2.86363 1.79884 0.624 -0.199 0.178 0.00
H -0.82503 -4.60169 1.78390 -0.319 0.535 0.857 0.00
C 0.83744 4.68004 -0.03591 0.275 -1.341 1.379 0.00
C -0.22955 5.46414 0.38659 0.200 -0.960 1.194 0.00
C -0.71294 5.27561 1.70285 0.052 0.455 0.439 0.00
C -0.13867 4.33846 2.62275 -1.920 1.877 -1.138 0.00
C 0.86365 3.58365 2.18108 2.626 -2.026 -1.759 0.00
C 1.36269 3.71893 0.85943 -0.176 1.503 -0.027 0.00
N -0.62842 4.18902 4.01061 0.005 -1.243 1.942 0.00
O -0.28125 3.21674 4.71175 0.185 0.981 -1.971 0.00
O -1.36959 5.02305 4.48450 -0.241 0.728 -0.878 0.00
H 1.24790 4.78537 -1.02930 0.101 -0.011 -0.003 0.00
H -0.58021 6.16550 -0.35607 -0.625 0.319 0.536 0.00
H -1.48784 5.91732 2.09544 -0.204 0.001 -0.088 0.00
H 1.35036 2.82035 2.77005 -0.138 0.074 0.392 0.00
H 2.28971 3.23679 0.58635 -0.216 -0.550 -0.029 0.00
C -4.20284 2.73956 2.34161 -0.012 0.067 1.291 0.00
C -3.70769 2.24233 3.56310 1.795 -1.210 -0.361 0.00
C -2.59536 1.32600 3.57178 -1.779 1.287 -0.991 0.00
C -2.12532 0.97190 2.30149 0.688 -0.486 1.788 0.00
C -2.58362 1.49759 1.15417 -0.612 0.808 -2.513 0.00
C -3.62136 2.41272 1.13946 -0.229 -0.056 0.612 0.00
N -0.99722 0.06005 2.16481 3.448 -1.981 0.483 0.00
O -0.82927 -0.65887 1.18468 -1.730 1.019 0.005 0.00
O -0.12455 0.00914 3.05124 -1.801 1.049 0.131 0.00
H -5.04578 3.41472 2.33916 -0.037 0.137 0.171 0.00
H -4.06366 2.56430 4.53058 -0.344 0.073 -0.118 0.00
H -2.18872 0.93279 4.49180 0.133 0.033 -0.131 0.00
H -2.13334 1.23078 0.20947 0.221 -0.244 0.046 0.00
H -4.01936 2.89758 0.26031 0.295 -0.297 -0.308 0.00
C -1.96252 -3.29074 -6.49325 -0.717 1.635 -0.581 0.00
C -1.51750 -4.22724 -5.59389 0.073 0.723 -0.446 0.00
C -0.51325 -3.82913 -4.74730 1.582 -0.603 1.287 0.00
C 0.15202 -2.61678 -4.83834 -0.470 0.134 -1.113 0.00
C -0.23788 -1.70967 -5.84293 -0.582 -0.124 0.442 0.00
C -1.35765 -2.00539 -6.59929 0.267 -1.468 0.360 0.00
N 1.28888 -2.25680 -3.95442 0.142 0.768 0.877 0.00
O 1.70039 -1.12592 -4.10709 0.056 0.304 -0.535 0.00
O 1.71477 -2.99532 -3.09543 -0.668 -0.927 -0.724 0.00
H -2.88333 -3.48899 -7.02163 0.082 -0.071 -0.481 0.00
H -1.92097 -5.22890 -5.57717 -0.137 0.068 0.250 0.00
H -0.18350 -4.52994 -3.99462 0.230 0.065 0.213 0.00
H 0.14666 -0.72447 -6.06181 0.741 -0.177 0.694 0.00
H -1.63196 -1.20174 -7.26659 -0.625 -0.415 -0.308 0.00


Record 2
57
Properties=species:S:1:pos:R:3:forces:R:3:mulliken_charge:R:1 method="wB97M-V/def2-TZVPD" total_charge=-1 multiplicity=1 de_lowest_kj_mol=0.00 e_tot_ha=-2306.40312
Pt 0.97510 -0.39627 -0.32828 0.178 -0.177 0.177 0.80
C 0.94023 3.37603 2.71779 -0.121 0.054 0.069 -1.38
Si 0.29920 1.93885 1.71802 0.216 0.221 0.107 0.71
C -0.80619 2.56788 0.35732 0.002 -0.132 0.060 -0.98
C -0.66995 0.78637 2.83182 -0.049 -0.029 0.011 0.53
C -1.43470 1.41961 3.81941 -0.033 0.021 0.076 -0.57
C -2.19292 0.70672 4.73510 0.005 0.034 -0.003 -0.67
C -2.18506 -0.67722 4.68428 0.040 -0.026 -0.048 -0.81
C -1.44644 -1.31489 3.69840 0.001 -0.040 0.030 -0.60
C -0.69465 -0.61767 2.74564 0.071 -0.098 -0.059 0.69
Si 0.16751 -1.68045 1.38778 -0.100 0.043 -0.011 0.30
C -1.16736 -2.95542 0.96028 -0.046 0.039 0.015 -1.24
C 1.52153 -2.63324 2.30237 0.012 0.000 0.024 -1.25
H 0.13390 3.86938 3.26481 0.011 0.033 -0.001 0.42
H 1.42065 4.11087 2.07015 -0.009 -0.058 -0.010 0.38
H 1.68624 3.02216 3.42873 0.002 0.020 0.050 0.31
H -1.71267 2.91438 0.86508 -0.042 0.070 -0.076 0.49
H -1.09402 1.77455 -0.33362 -0.021 -0.019 -0.031 0.22
H -0.36875 3.39329 -0.20286 0.060 -0.008 0.022 0.24
H -1.44401 2.50251 3.88949 0.035 -0.013 -0.019 0.17
H -2.77380 1.22976 5.48582 0.001 -0.004 -0.001 0.38
H -2.75476 -1.25664 5.40170 -0.001 -0.008 -0.006 0.37
H -1.46143 -2.39886 3.66515 -0.015 0.006 0.028 0.20
H -1.49819 -3.50472 1.84572 0.001 -0.012 -0.026 0.43
H -0.80981 -3.68181 0.23259 0.046 -0.034 -0.065 0.39
H -2.03723 -2.45577 0.52655 0.002 -0.001 -0.001 0.30
H 1.12169 -3.14001 3.18622 0.005 0.002 0.005 0.36
H 2.30989 -1.94895 2.62232 0.007 -0.007 0.011 0.29
H 1.97691 -3.38876 1.65649 0.002 0.012 -0.005 0.35
N 1.59404 0.87842 -2.12554 0.004 0.020 0.081 -0.64
C 0.38901 1.13913 -2.83693 0.045 0.047 -0.009 0.85
C 0.02239 2.44724 -3.11957 -0.009 0.010 0.061 -0.78
C -1.19240 2.72198 -3.73021 -0.021 -0.027 0.005 -0.61
C -2.03911 1.67985 -4.07203 0.011 0.021 -0.007 -0.72
C -1.65792 0.37165 -3.80432 -0.002 -0.024 -0.007 -0.68
C -0.44819 0.07167 -3.18670 -0.050 -0.049 -0.050 0.45
C -0.03445 -1.34071 -2.94886 0.012 0.088 -0.018 0.67
C -0.20282 -2.25035 -3.99528 -0.006 0.034 -0.015 -0.62
C 0.22212 -3.56303 -3.88412 0.016 -0.027 0.013 -0.64
C 0.84623 -3.96596 -2.71221 -0.018 -0.011 -0.042 -0.73
C 1.00594 -3.06895 -1.66757 -0.049 0.043 0.111 -0.22
C 0.55586 -1.74238 -1.73178 0.005 0.107 0.005 -0.33
H 2.08241 1.72210 -1.82645 -0.073 -0.056 -0.014 0.20
H 2.23484 0.26201 -2.61278 -0.023 -0.024 0.002 0.31
H 0.68976 3.25077 -2.83052 0.008 0.001 0.002 0.45
H -1.47520 3.74809 -3.92866 0.001 0.001 0.000 0.38
H -2.99533 1.88066 -4.53848 -0.001 -0.002 0.003 0.38
H -2.32385 -0.44453 -4.05811 0.000 -0.001 0.004 0.51
H -0.64984 -1.90772 -4.92219 0.003 -0.001 0.001 0.46
H 0.08958 -4.25259 -4.70881 -0.002 -0.004 0.002 0.36
H 1.21382 -4.98073 -2.60995 -0.003 0.000 -0.001 0.39
H 1.50003 -3.40842 -0.76534 -0.018 -0.006 0.032 0.37
O 3.69956 0.90035 -0.15638 0.164 -0.078 -0.063 -0.64
S 3.04352 1.90939 0.63015 -0.073 0.128 0.509 1.24
O 3.69707 2.31946 1.84398 0.033 0.021 -0.201 -0.62
O 1.68140 1.07392 1.21956 -0.184 0.081 -0.719 -0.96
O 2.45064 2.98703 -0.15518 -0.029 -0.180 -0.010 -0.65


Record 3
56
Properties=species:S:1:pos:R:3:forces:R:3:mulliken_charge:R:1 method="wB97M-V/def2-TZVPD" total_charge=-1 multiplicity=1 de_lowest_kj_mol=25.45 e_tot_ha=-1435.39474
C 1.80311 1.02429 -3.53859 0.242 0.446 -0.235 -1.16
C 1.05076 -0.24400 -3.28599 -1.310 -0.357 0.781 0.85
C -0.33319 -0.14446 -2.84897 0.505 1.837 -0.774 0.80
C -1.18796 -1.36413 -2.92527 -0.262 -0.137 -0.195 -0.71
C -2.43793 -0.99281 -3.73532 0.316 -0.542 0.330 -0.72
C -3.10292 0.10753 -2.95853 0.200 0.704 -0.201 -0.42
O -2.29689 1.30833 -2.97039 -1.082 -0.187 0.284 -0.41
C -0.96930 1.19012 -2.73963 2.059 -0.952 0.002 0.15
O -0.36247 2.24402 -2.49597 -1.323 -0.270 0.224 -0.71
O 1.61208 -1.35182 -3.39751 -0.107 0.235 -0.183 -0.76
H 1.13857 1.88114 -3.39545 0.689 -0.255 -0.178 0.30
H 2.62145 1.07712 -2.81173 0.083 0.095 -0.362 0.11
H 2.19413 1.02666 -4.56056 0.261 -0.215 0.156 0.42
H -0.66942 -2.19815 -3.41196 0.185 0.230 0.289 0.35
H -1.46095 -1.65289 -1.89079 -0.223 -0.407 -0.417 0.03
H -2.12870 -0.67336 -4.74407 -0.167 0.101 0.347 0.31
H -3.11227 -1.84146 -3.86089 -0.165 -0.070 0.121 0.41
H -4.06362 0.41025 -3.37935 0.014 0.033 0.114 0.30
H -3.22570 -0.19630 -1.90580 -0.171 0.005 -0.292 0.23
C -4.01084 -2.42412 3.68500 0.445 0.197 -0.129 -0.97
N -2.60849 -2.15278 3.95129 -0.347 -0.941 0.856 0.11
C -2.39526 -1.62731 5.28687 0.101 0.032 -0.464 -0.98
C -1.76725 -1.73786 2.90134 0.410 0.584 -1.113 0.11
C -1.79006 -0.40693 2.43434 0.190 -0.655 0.176 -0.55
C -0.96379 -0.01682 1.39093 0.236 -0.458 -0.362 -0.29
C -0.12255 -0.95517 0.76968 -1.061 0.257 0.581 -0.42
C 0.84259 -0.57398 -0.25697 2.159 0.047 0.499 -1.33
C 1.90190 0.22314 0.06467 0.183 -0.331 0.602 1.36
C 3.25038 0.15395 -0.58759 -0.026 -1.056 -0.956 -0.53
O 3.74065 -0.88085 -0.97981 -0.297 1.435 0.244 -0.58
O 3.97544 1.32090 -0.59819 -0.058 -0.150 0.399 -0.41
C 3.47424 2.40598 0.19538 0.194 0.303 0.181 1.85
C 4.65333 3.31905 0.54420 0.003 -0.463 0.074 -1.81
C 2.43531 3.22793 -0.52864 -0.459 0.167 -0.222 -1.37
O 2.99086 1.89349 1.45399 -0.034 -0.169 -0.307 -0.38
C 2.16822 0.80142 1.43249 -0.792 -0.416 0.535 0.25
O 1.81098 0.31262 2.48142 0.313 0.687 -0.748 -0.61
C -0.11460 -2.28833 1.21671 0.426 0.532 -0.557 -0.30
C -0.91617 -2.67172 2.26859 -0.766 0.270 0.677 -0.56
H -4.11925 -2.97746 2.74768 -0.006 0.098 0.136 0.29
H -4.38834 -3.02929 4.51371 -0.135 -0.048 -0.143 0.34
H -4.61726 -1.50559 3.63470 -0.075 -0.014 -0.087 0.31
H -1.32647 -1.60858 5.51945 -0.170 0.026 -0.028 0.28
H -2.80966 -0.61597 5.42028 0.041 0.054 0.090 0.31
H -2.90739 -2.30076 5.97832 0.108 0.111 0.169 0.34
H -2.45043 0.31189 2.91323 0.073 -0.072 -0.047 0.37
H -0.94186 1.01014 1.03216 -0.085 -0.140 0.077 0.59
H 0.89698 -1.16654 -1.16460 0.138 0.043 0.137 1.30
H 5.39570 2.77222 1.13662 -0.115 0.098 -0.209 0.42
H 5.10167 3.69532 -0.38090 -0.034 -0.133 0.183 0.38
H 4.28575 4.16748 1.13036 0.043 -0.196 -0.095 0.37
H 1.51459 2.68407 -0.76118 0.162 0.045 -0.070 0.16
H 2.19215 4.10591 0.08168 -0.043 -0.245 -0.024 0.45
H 2.86987 3.60295 -1.46152 -0.114 -0.203 0.074 0.34
H 0.60337 -2.97729 0.76019 -0.403 0.121 0.115 0.45
H -0.92303 -3.70123 2.63092 0.048 0.288 -0.055 0.39


Record 4
59
Properties=species:S:1:pos:R:3:forces:R:3:lowdin_spin:R:1 method="wB97M-V/def2-TZVPD" total_charge=+2 multiplicity=3 de_lowest_kj_mol=0.00 e_tot_ha=-4750.04440 s2=2.02
Au -0.62819 -1.11946 -0.29731 0.034 0.004 -0.074 0.53
C 1.38454 -0.07373 4.76562 -0.004 -0.004 0.000 0.00
C 1.74002 -0.47834 3.36428 -0.001 0.001 -0.009 0.00
C 3.05231 -0.68444 2.95099 0.001 -0.008 -0.002 0.00
C 3.33174 -1.04315 1.64182 0.006 -0.001 0.003 0.00
C 2.27179 -1.18797 0.76948 -0.017 -0.014 0.016 0.00
Br 2.56715 -1.67545 -1.02550 0.008 -0.003 -0.004 0.00
N 1.00877 -0.99694 1.14127 -0.021 0.002 -0.023 0.05
C 0.74904 -0.64925 2.40958 0.019 0.011 0.008 0.00
H 2.26508 -0.05702 5.40389 0.001 0.001 0.002 0.00
H 0.66191 -0.76401 5.20051 0.001 0.001 0.003 0.00
H 0.93553 0.92025 4.77794 0.002 -0.001 0.004 0.00
H 3.86557 -0.56562 3.65626 0.000 0.002 0.001 0.00
H 4.34334 -1.20872 1.30197 0.000 0.002 0.000 0.00
H -0.29265 -0.48141 2.64825 -0.011 -0.003 -0.002 0.00
C 0.44379 7.37202 -0.52607 0.017 -0.040 -0.017 0.04
C 0.20283 5.91538 -0.38423 0.008 0.102 -0.002 0.22
C 1.21315 5.06930 0.13497 0.071 -0.122 0.053 0.06
C 0.99527 3.73249 0.31160 0.132 0.093 0.031 0.07
C 2.03945 2.80671 0.85361 0.003 0.018 0.000 0.01
C -0.27586 3.21071 -0.07717 -0.050 -0.101 0.040 0.30
C -1.32774 4.04492 -0.57095 -0.093 0.120 -0.046 0.07
C -2.65349 3.44133 -0.90620 0.006 0.009 -0.002 0.01
C -1.05689 5.37394 -0.73298 -0.105 -0.087 -0.027 0.05
C -0.53692 1.74908 0.09766 0.053 -0.155 -0.124 0.01
O -1.07699 1.46210 1.16259 -0.005 0.103 0.023 0.13
O -0.17108 0.97387 -0.83486 -0.020 0.132 0.069 0.17
H 1.50246 7.61898 -0.50707 -0.001 -0.002 0.003 0.00
H -0.03800 7.89214 0.31043 -0.009 -0.004 0.009 0.02
H -0.01365 7.76082 -1.43619 -0.009 -0.003 0.002 0.01
H 2.17188 5.50099 0.39380 -0.005 0.006 -0.001 0.00
H 2.91169 3.35837 1.19601 0.000 -0.001 -0.005 0.00
H 2.35256 2.10240 0.07886 -0.014 -0.003 -0.001 0.00
H 1.63983 2.22578 1.68796 -0.004 0.004 -0.001 0.00
H -2.53019 2.62625 -1.62332 0.006 0.002 0.005 0.00
H -3.32540 4.18275 -1.33080 0.001 -0.001 0.001 0.00
H -3.11268 3.02052 -0.00979 0.004 -0.001 0.002 0.00
H -1.81699 6.03564 -1.12959 0.005 0.003 0.002 0.00
S -2.58239 -1.14351 -1.63768 0.019 -0.185 0.008 0.11
C -2.14159 -2.32487 -2.79847 -0.107 0.178 0.112 0.02
N -3.14944 -3.06695 -3.33433 -0.030 0.059 -0.063 0.01
C -2.95477 -3.94504 -4.33885 0.049 -0.010 -0.031 0.00
C -1.69038 -4.12643 -4.81280 -0.035 -0.025 -0.016 0.00
C -0.67926 -3.37769 -4.19561 -0.013 0.046 0.052 0.00
N -0.89246 -2.50474 -3.22774 0.097 -0.129 0.006 0.00
H -4.08000 -2.92381 -2.95938 0.007 -0.013 -0.008 0.00
H -3.82685 -4.46372 -4.71098 -0.007 0.004 0.013 0.00
H -1.48473 -4.81529 -5.61677 0.003 0.003 0.002 0.00
H 0.35161 -3.48821 -4.51311 -0.001 -0.010 -0.012 0.00
C 0.88435 -5.33305 -0.13329 0.004 -0.019 -0.003 0.00
S 0.04583 -4.15826 0.91320 -0.008 0.044 0.001 0.01
C -1.06212 -5.27233 1.75438 -0.001 -0.010 0.009 0.00
O -0.86322 -3.36920 -0.03332 0.021 0.009 -0.009 0.09
H 1.44170 -6.02458 0.49832 0.004 -0.005 -0.005 0.00
H 1.57289 -4.77300 -0.76277 -0.004 0.004 0.004 0.00
H 0.14830 -5.86300 -0.73614 0.000 -0.002 0.002 0.00
H -0.47515 -5.91673 2.40831 -0.001 -0.010 -0.005 0.00
H -1.61487 -5.85655 1.02074 -0.010 0.007 0.002 0.00
H -1.74043 -4.66427 2.34898 0.003 0.000 0.004 0.00